A gas-phase ion, C3H10NS (charge +1) in a non-equilibrium geometry, computed with ωB97M-V/def2-TZVPD.

Output
M (g mol⁻¹): 92.19
Relative energy (zero: lowest compared OMol25 entry of this formula, charge and spin) (kcal/mol): 81.5
Net charge: +1
Orbital gap (eV): 8.307
HOMO energy (eV): -14.0

Structure (XYZ):
```
15
C3H10NS | the Open Molecules 2025 dataset | ωB97M-V/def2-TZVPD
C -1.482 -0.277 0.444
N -2.460 0.724 0.383
H -1.574 -1.135 -0.187
H -1.224 -0.447 1.483
H -3.069 0.720 1.180
H -2.955 0.748 -0.493
C 0.983 -1.532 0.233
S 0.373 0.472 0.182
C 2.061 1.436 -0.942
H 0.482 -1.831 -0.691
H 2.055 -1.529 0.293
H 0.481 -1.897 1.180
H 1.507 2.337 -1.206
H 2.041 0.674 -1.715
H 2.781 1.537 -0.146
```

natural (NBO) atomic charge list, values in e, 6 entries: -0.117 -0.777 0.215 0.234 0.408 0.393